Formula: C56H104N16
Source: the Open Molecules 2025 dataset
Level of theory: ωB97M-V/def2-TZVPD

```
176
C56H104N16 | the Open Molecules 2025 dataset | ωB97M-V/def2-TZVPD
N -5.86284 -5.98854 -1.26340
N 3.96187 1.77916 2.08824
N 1.13804 -2.99938 7.07597
N 0.08205 -4.14651 -0.00082
N 0.07260 -0.17827 -4.72170
N -4.02708 1.50756 -3.62228
N -2.04728 -4.31933 3.46680
N 3.43233 -4.36776 2.11122
N -0.59353 0.57606 -1.19134
N 0.62446 -0.60845 3.62897
N -4.09188 -1.11998 2.54355
N -2.08630 5.79705 -2.17585
N 3.39060 5.76918 2.02836
N -2.28494 3.82502 2.53052
N -3.76074 -0.91332 -7.20783
N -3.23044 -2.98833 -2.74455
C 4.40392 5.82112 1.43775
C 5.62758 6.15373 0.74059
C 0.27477 -2.44872 6.56702
C 3.35543 3.38264 5.31171
C 5.03314 4.02405 -5.55267
C -0.37287 -3.13287 0.30283
C -4.77635 -6.07348 -1.59472
C -7.10993 -2.41226 -0.63350
C 1.68379 -0.98395 3.82196
C 4.86272 4.29821 -7.08812
C -8.15538 0.41292 -1.85921
C -1.92878 3.02428 3.29286
C 2.82504 2.02474 1.93661
C 3.09129 1.33925 -1.70115
C -1.43353 6.51822 0.29331
C 3.22709 -5.02821 -0.40534
C -1.80505 6.13806 -1.10589
C -4.62431 -3.49162 1.50271
C -2.58159 1.39417 -6.62928
C 5.39252 -1.95322 -3.10635
C -0.94279 -1.73868 6.20859
C 0.07417 -2.19112 -3.06153
C 0.06531 -1.04890 -3.96746
C -3.90487 -2.85298 -3.62818
C 2.56956 2.14508 5.65897
C -1.03321 -1.96009 0.78424
C 3.29659 1.44382 -3.21638
C 1.70882 2.31643 6.91856
C 3.37730 -4.66025 1.01370
C -3.27423 0.09418 -7.05864
C 6.39400 -1.56563 0.71718
C 0.23893 1.31809 8.82488
C 7.28456 -1.56093 -4.70965
C -4.42843 1.18929 -1.01323
C 0.25930 -5.39550 3.85180
C -7.19771 -0.59907 -2.49114
C -0.99511 -4.85210 3.59180
C -4.29857 -2.13743 2.05906
C 1.40869 2.22499 1.63872
C 4.12956 2.65830 -3.55363
C -4.79782 -2.69753 -4.70531
C -4.03154 1.42513 -2.44396
C 5.68271 -2.01920 -0.57869
C -1.14644 0.71898 9.08595
C 0.67287 1.20917 7.27737
C -1.59377 1.86827 4.16379
C -0.66196 1.60569 -1.71084
C 5.87787 -1.18387 -1.85625
C -8.11279 -2.01576 0.42356
C 3.93926 3.10765 -5.00086
C -7.41967 -2.05359 -2.07686
C -7.81043 1.82705 -2.29991
C -3.42913 -6.08619 -2.10713
C -0.81628 2.83902 -2.52495
C 5.80511 -1.29716 -4.41015
C 2.97275 -1.38212 4.18081
H 4.95764 4.90826 -4.87262
H 0.28931 -6.31969 4.51107
H 3.80390 2.27496 -5.68499
H 6.52316 5.76070 1.22043
H 7.59144 -1.15044 -5.68240
H -8.00203 0.43387 -0.78757
H 2.76154 4.28256 5.15267
H -9.18422 0.17129 -2.12350
H 5.35673 5.19961 -7.35528
H -7.35357 -0.54287 -3.57762
H -0.93102 -2.22877 -2.56026
H -1.14963 7.55076 0.23325
H 2.36561 2.42205 7.75415
H -1.24609 -1.93901 5.19815
H 5.91903 -0.69291 1.23299
H 5.62487 7.26174 0.71072
H 5.77233 -2.93393 -2.91468
H 4.03234 3.26167 4.43273
H 2.20209 0.70341 -1.48228
H -2.38047 1.16546 4.30808
H -5.63509 -3.40546 -4.68116
H -1.40310 2.21265 5.16715
H -7.03441 -3.50612 -0.58127
H 0.24249 -3.07672 -3.60965
H 4.25960 -1.96636 -3.01587
H 5.24415 2.45524 -3.45561
H -0.64115 5.91495 0.77969
H 3.83875 4.46540 -7.26689
H -5.65485 -3.66785 1.75195
H 3.94413 -5.79835 -0.62623
H -5.19099 -1.70668 -4.85745
H 1.26766 3.15128 1.09631
H -1.41768 0.74788 10.14106
H 4.04589 3.68580 6.07712
H 3.79855 -0.71484 4.04398
H -1.19222 -0.29192 8.79089
H -3.72076 1.68935 -0.34944
H -8.19495 -0.93638 0.57855
H -2.17062 -1.99371 0.57329
H -3.00434 -5.05574 -2.02949
H 6.01407 -3.05766 -0.74978
H -0.69946 2.59156 -3.56366
H 3.99828 1.10179 -1.11244
H 6.34479 -2.37917 1.47643
H 0.86091 -4.59913 4.33125
H -9.08521 -2.31770 0.09679
H 5.61951 5.74216 -0.29926
H 3.46011 -4.22883 -1.07068
H -5.36892 1.70699 -0.96599
H 5.41984 -0.19426 -1.79125
H -1.54689 1.42597 -6.85150
H 6.07807 3.63015 -5.44494
H -0.17254 1.21320 6.60769
H -6.08911 -2.02798 -0.44416
H -0.63241 -0.67071 6.21715
H -0.67455 -1.03436 0.30500
H 0.84249 -2.09950 -2.28133
H -4.23752 -2.87669 -5.60293
H -1.72231 3.36137 -2.35471
H 3.78362 0.62343 -3.67319
H 6.96686 -1.06045 -1.92542
H -4.30254 -3.66697 0.46564
H -2.62801 1.30754 -5.50954
H 7.41833 -1.34271 0.50328
H -4.45135 0.10230 -0.67391
H 0.20706 2.35698 9.19112
H -7.01437 2.26542 -1.67696
H -7.91639 -2.50193 1.34406
H 5.16519 3.46261 -7.68922
H 1.10864 1.39839 1.05600
H 7.96009 -1.25804 -3.85245
H 2.82341 2.31025 -1.37678
H -1.71031 -2.00318 6.94767
H 3.30765 -2.18972 3.54823
H 1.88880 1.94333 4.82607
H 1.15701 0.21796 7.19990
H 0.91271 2.23261 2.61304
H -0.01290 3.56097 -2.23556
H 5.68471 -0.24293 -4.20161
H 7.49465 -2.62840 -4.90118
H 2.11470 -5.25911 -0.50991
H -4.03561 -4.09850 2.15208
H -6.14394 -0.46368 -2.22024
H -2.35686 6.42390 0.86894
H -6.74781 -2.72218 -2.68179
H -7.42115 1.95888 -3.28622
H -1.93919 1.23285 8.57376
H 4.62865 -2.04918 -0.37505
H 2.98761 -1.78997 5.18899
H 0.96845 0.67183 9.34969
H -8.41762 -2.39391 -2.43652
H -3.39716 -6.27469 -3.14771
H 5.10134 -1.57361 -5.15193
H 0.83335 -5.74249 2.96269
H -0.92129 -1.88129 1.86009
H 2.30441 1.55273 -3.60368
H -3.08269 2.27572 -7.01571
H -2.72981 -6.81743 -1.68789
H -8.67343 2.46451 -2.19091
H 3.98806 3.53369 -2.91056
H -0.69070 1.32105 3.88314
H 1.23847 3.31917 6.85224
H 3.18926 1.28476 5.80159
H 3.04790 3.73678 -5.05708
```

Highest occupied orbital energy = -10.729 eV
Orbital gap = 0.4070 Ha


Formula: C56H120N6O7S
Source: the Open Molecules 2025 dataset
Level of theory: ωB97M-V/def2-TZVPD

```
190
C56H120N6O7S | the Open Molecules 2025 dataset | ωB97M-V/def2-TZVPD
S -1.76354 -0.31901 0.80368
O -10.42965 4.26917 -0.12494
O -0.75233 -4.13696 -8.61288
O 7.42850 2.91833 4.13339
O -1.43459 -1.83260 8.59431
O -1.11590 0.90968 0.11513
O 3.81741 -6.77362 0.59637
O -0.18249 3.14871 -6.42889
N -1.22630 -0.99448 9.66946
N 0.46562 -3.94640 -9.22887
N 2.75626 -6.41010 1.34001
N 0.77607 4.05594 -6.18470
N -9.65814 5.05605 -0.89568
N 6.52408 1.93509 4.10333
C 1.01655 -7.84360 0.19822
C 1.91710 -6.15471 3.61307
C 1.47678 -6.45736 0.67691
C -2.44892 -1.24847 -0.65032
C 0.40721 -5.81024 1.69757
C 5.96931 2.33063 1.69427
C 0.05769 1.03066 11.57390
C 5.41667 2.24096 3.19738
C -7.50798 5.67208 -2.27137
C 1.50010 -3.18594 -7.08375
C 5.93724 2.18549 6.64778
C 2.99913 -4.95983 -10.34210
C 1.70422 4.39774 -7.37780
C -9.45475 7.24398 -2.04122
C 5.21566 0.11270 5.38382
C 2.61051 -8.40756 2.89857
C -0.19868 -5.69115 -10.96369
C 2.17594 3.20668 -8.20611
C -10.16890 6.43669 -0.93547
C 1.50398 -4.37011 -8.23132
C 2.68306 4.61999 -4.57955
C -0.11687 -1.46558 10.62055
C 2.86950 -4.27381 -8.97214
C 0.87911 5.24967 -8.23937
C -11.71705 6.45341 -1.50271
C -0.17097 -3.22230 -11.50671
C -10.19385 7.15460 0.40140
C 1.28143 -5.70381 -7.53681
C 7.63747 0.62557 5.88398
C -8.20069 4.74893 -1.08593
C 0.53103 -4.36722 -10.68267
C -1.14421 1.37925 10.65928
C -0.48689 -2.75239 11.35798
C 3.02778 5.19971 -7.01211
C 1.51245 -5.55773 -0.42764
C 0.36062 -6.16665 3.14232
C -7.97361 3.19916 -1.45472
C 0.40809 4.36158 -3.80109
C 3.65653 4.76414 -5.70364
C 1.71767 2.33691 -4.53190
C 4.59932 3.53326 3.57629
C -7.94258 7.18510 -2.06152
C -0.27856 0.92036 8.43168
C -2.79204 0.65900 8.93425
C 1.39401 3.80875 -4.87956
C 1.30232 -1.59067 10.01505
C 4.02199 0.49021 4.64086
C 1.97414 -4.38770 -11.28078
C -0.04406 -0.47659 11.85990
C 4.20542 -6.66610 3.38887
C 2.92915 -6.87477 2.72374
C 6.38137 1.24602 5.43386
C -1.35789 0.40481 9.42005
C -3.32779 0.21827 1.72144
C 4.47242 0.96516 3.18602
C -7.56972 5.00748 0.25620
H 1.51801 -6.58361 -8.13522
H -8.47108 2.90552 -2.37906
H -1.25474 -3.16905 -11.40330
H 8.19804 2.51045 3.72962
H 2.80595 -6.01888 -10.17123
H 4.24280 3.85385 -5.82920
H 2.26904 -3.34903 -11.43009
H 2.16288 -5.11388 3.82369
H -2.91602 -0.02190 8.09217
H 1.96660 -6.59337 4.60968
H 7.89925 -0.23931 5.27444
H -0.35085 0.64026 7.38077
H 1.52716 -2.18475 -7.51385
H 0.19739 -7.68047 -0.50211
H -0.22749 -7.06040 3.35073
H 2.38772 -5.76138 -1.04451
H -0.10284 -3.41448 -12.57746
H 2.49879 1.84451 -5.11113
H 2.92621 6.28356 -6.95685
H 2.67501 -8.67089 3.95431
H -0.62711 -5.86326 1.35778
H -12.11787 7.46589 -1.55096
H -12.38995 5.95264 -0.80662
H -0.27977 -3.60644 10.71315
H 2.97369 -3.19968 -9.12541
H 1.75701 -4.51047 -0.25005
H 3.15287 -0.15898 4.74712
H -3.12620 0.30585 2.78905
H 2.46738 5.64648 -4.28308
H 2.65252 2.44341 -7.59097
H -0.79040 -0.63861 12.63761
H 0.54337 6.21306 -7.85562
H -7.47004 6.07252 0.46565
H 5.03168 -6.90605 2.71967
H 0.65270 -4.74830 1.70878
H 2.31735 -3.42408 -6.40294
H 5.34041 1.83623 0.95390
H 1.87738 -2.40949 10.44740
H 7.75054 0.48739 6.95926
H -9.83355 8.24459 -1.83292
H 0.65489 0.41842 8.68628
H 1.83671 -8.43423 -0.20995
H 0.16047 -2.20080 -11.32021
H 0.23444 -5.68070 -7.23453
H -0.87922 2.39832 10.37756
H 0.07020 1.95300 8.44301
H -1.01587 3.62328 -6.47182
H 5.30553 4.27664 3.94609
H 3.97915 -4.81409 -10.79640
H -6.94078 2.85358 -1.41087
H -3.20846 -1.85286 -0.15444
H -11.96238 5.91160 -2.41614
H -1.58545 -1.63223 -1.19369
H 1.30216 5.47222 -9.21897
H -8.51875 2.62465 -0.70581
H -0.47742 3.79080 -3.52149
H 1.53196 -8.51435 2.78267
H -0.82262 -3.32885 -8.09944
H 0.90264 4.42798 -2.83200
H -11.10653 7.69648 0.64933
H 4.91221 -0.10603 6.40762
H 2.03079 -4.98478 -12.19093
H -7.86799 5.21160 -3.19140
H 0.02107 -2.88474 12.31326
H 3.71638 -4.71184 -8.44392
H 1.93094 -0.75732 10.32885
H 5.67495 -0.78478 4.96948
H -7.54685 7.53344 -1.10750
H 0.13950 5.39202 -4.03377
H -9.84536 7.17565 -3.05653
H -3.66589 0.42820 9.54353
H 4.71004 0.15835 2.49270
H -0.16631 4.97273 -8.37531
H 3.70133 1.39116 5.16390
H -0.31972 -5.51447 3.68995
H 4.27728 -5.60964 3.64737
H 0.31106 -6.51340 -10.46153
H -2.06649 1.55318 11.21359
H 2.00665 2.24045 -3.48534
H 5.94334 1.81805 7.67396
H -6.42757 5.52805 -2.26313
H 4.19131 -5.90786 0.41675
H 3.49272 1.16792 2.75338
H -2.11508 -2.39839 8.96634
H -10.43998 3.43507 -0.60008
H 0.54485 -5.52265 -0.92827
H 1.28797 2.62694 -8.45808
H 1.27317 -1.51562 8.92803
H 4.17099 3.84211 2.62275
H -1.16678 -5.69675 -10.46285
H 3.36788 4.17886 -3.85531
H 4.56769 -7.24093 4.24117
H 1.05614 1.33162 11.25670
H 3.11482 -9.14941 2.27934
H -7.38973 7.73821 -2.82081
H 8.43070 1.35498 5.72010
H 0.88080 1.65782 -4.69495
H 0.65995 -3.15554 -6.38999
H -4.05751 -0.55490 1.48102
H -3.09597 -0.60734 -1.24897
H -8.13103 4.70553 1.14043
H 1.90655 -5.73478 -6.64442
H -9.94882 6.59017 1.30111
H 6.28916 3.33628 1.42140
H 6.69418 2.96907 6.61414
H -0.17000 1.65300 12.43933
H 0.87666 -0.64482 12.41854
H -0.33080 -5.90163 -12.02499
H 4.50205 5.41049 -5.46819
H 3.88036 5.17368 -7.69074
H 3.72107 3.40616 4.20925
H 2.92197 3.35724 -8.98641
H 6.77309 1.60778 1.55453
H -9.38019 7.87022 0.51946
H 4.96157 2.64858 6.50041
H 0.51700 -8.37468 1.00847
H -1.52924 -2.66045 11.66319
H -6.55799 4.61705 0.14632
H -2.84280 1.70503 8.63204
H -3.55220 1.14342 1.19056
```

Energy relative to the best compared isomer or geometry (same formula, charge and spin) = 132.2 kJ/mol
Highest occupied orbital energy = -7.497 eV
Orbital gap = 0.2833 Ha